C7H8INO2 | ωB97M-V with the def2-TZVPD basis set

## Properties
ΔE to the lowest compared entry with this formula, charge and spin	116.7	kJ/mol
HOMO-LUMO gap	8.106	eV
molar mass	265.05	g mol⁻¹
lowest unoccupied orbital energy	0.1765	eV
SMILES	Nc1ccc(O)c([C@@H](O)I)c1

Each line ends with the Mulliken charge.
Geometry (Å):
C (-0.8192, 1.1234, 1.0289)  -0.708
C (0.1825, 0.5451, 1.7871)  -0.447
C (0.1926, 0.1029, -0.8864)  -0.340
C (1.2359, -0.4151, -0.1120)  -0.040
C (-0.7896, 0.9926, -0.3149)  0.499
C (1.1785, -0.2066, 1.2664)  0.644
C (2.3497, -1.2693, -0.8623)  -0.819
N (-1.7977, 1.4153, -1.1748)  -0.607
O (2.1496, -0.8294, 2.0558)  -0.556
O (1.6073, -2.4213, -1.3693)  -0.475
I (2.9999, -0.1067, -2.6610)  0.024
H (-1.6273, 1.4784, 1.5537)  0.452
H (0.1199, 0.3961, 2.9022)  0.121
H (0.0280, -0.1442, -1.9052)  0.458
H (3.2228, -1.4940, -0.2868)  0.617
H (-2.2114, 2.2655, -1.0975)  0.261
H (-1.3195, 1.3277, -2.1046)  0.243
H (1.8582, -0.7199, 2.9930)  0.291
H (2.3627, -2.7991, -1.9222)  0.381